# 1
# C5H8O

A single C5H8O molecule at a distorted geometry (ωB97M-V/def2-TZVPD, the OMol25 dataset).

## Properties
* HOMO level: -8.42 eV
* gap between HOMO and LUMO: 0.345 hartree
* LUMO energy: 0.975 eV
* ΔE to the lowest compared entry with this formula, charge and spin: 4.964 eV

The geometry in ORCA input format:
```
! RIJCOSX wB97M-V def2-TZVPD def2/J DEFGRID3
* xyz 0 1
C -1.40631 -0.17861 -0.49097
C -0.66427 -0.21458 0.87186
C 0.59777 0.21128 0.14563
C -0.18774 0.52452 -1.13513
C 2.18370 -0.26744 0.52747
O 1.58462 1.04119 0.55489
H -2.35167 0.36921 -0.50631
H -1.57365 -1.17541 -0.90900
H -0.95339 0.59073 1.54699
H -0.66535 -1.16709 1.41022
H -0.29875 1.61563 -1.16139
H 0.15145 0.18812 -2.12002
H 2.06907 -0.70823 1.53090
H 1.51452 -0.82932 -0.26515
*
```

=====

# 2
# C5H8O

2 unconnected molecules or ions with the total composition C5H8O (ωB97M-V/def2-TZVPD, the OMol25 dataset).

## Properties
* HOMO level: -9.79 eV
* gap between HOMO and LUMO: 0.397 hartree
* LUMO energy: 1.022 eV
* ΔE to the lowest compared entry with this formula, charge and spin: 2.644 eV

The geometry in ORCA input format:
```
! RIJCOSX wB97M-V def2-TZVPD def2/J DEFGRID3
* xyz 0 1
C -1.46909 -0.71698 -0.47652
C -1.48934 0.57568 -0.26806
C -1.26822 1.80031 0.11316
H -0.96763 -1.14817 -1.33903
H -1.94057 -1.40208 0.22226
H -0.37189 1.89769 0.73162
H -1.87404 2.67322 -0.10070
C 1.65212 -0.54180 -0.44381
C 0.91297 -0.45544 0.86860
O 0.88002 0.55395 1.53777
H 1.38375 0.28534 -1.10827
H 2.71371 -0.44380 -0.19850
H 1.48979 -1.49414 -0.95641
H 0.48155 -1.39815 1.25917
*
```